ORCA calculation (ωB97M-V/def2-TZVPD) on a cluster of 9 separate species, C27H72O9 in total in a non-equilibrium geometry.

Geometry as XYZ:
```
108
Properties=species:S:1:pos:R:3:forces:R:3:lowdin_charge:R:1
C -6.160423 0.098875 -2.675216 0.04 0.03 -1.00 -0.06
C -4.883053 -0.685907 -2.497512 -0.54 -1.38 0.41 -0.49
C -3.812025 0.048229 -1.740342 0.01 -0.09 0.60 -0.05
O -5.255243 -1.896333 -1.789317 -0.13 0.37 0.16 -0.08
H -6.940068 -0.558479 -3.062995 -0.04 -0.11 0.29 0.08
H -6.019699 0.832349 -3.478160 0.04 0.24 0.34 0.08
H -6.494206 0.578218 -1.758912 0.02 0.02 0.07 0.08
H -4.528876 -1.062436 -3.464650 0.14 0.55 -0.19 0.13
H -3.677816 1.059136 -2.123982 0.36 -0.07 -0.13 0.07
H -2.898382 -0.546864 -1.699509 0.11 0.35 -0.34 0.04
H -4.110979 0.131032 -0.688242 -0.22 0.13 -0.12 0.10
H -4.463311 -2.289349 -1.398044 0.22 0.00 -0.12 0.04
C 3.221295 2.811402 3.006689 0.57 -0.10 -0.75 -0.05
C 4.420903 2.174700 3.693602 0.04 -0.04 0.41 -0.49
C 4.389786 0.663960 3.530292 -0.54 -0.19 0.11 -0.04
O 5.674967 2.641608 3.181784 -0.14 -0.12 -0.15 -0.05
H 3.251305 2.551666 1.941514 -0.09 -0.10 0.08 0.08
H 3.243160 3.902439 3.024179 -0.13 0.00 0.37 0.08
H 2.301200 2.401242 3.412962 -0.15 0.26 0.08 0.06
H 4.393320 2.397753 4.769028 -0.12 0.05 -0.06 0.13
H 4.847150 0.129223 4.361508 0.33 0.10 -0.12 0.08
H 4.822309 0.350005 2.583278 0.23 0.07 0.06 0.05
H 3.349990 0.326242 3.500361 0.02 0.03 0.01 0.07
H 5.743327 3.585654 3.349768 -0.03 0.03 0.00 0.08
C 5.584928 -1.697104 0.475764 -0.13 0.19 0.18 -0.06
C 4.345800 -1.301702 -0.338729 1.19 0.71 0.23 -0.46
C 3.364433 -2.440630 -0.430866 -0.11 0.20 0.84 -0.04
O 3.694247 -0.173311 0.268334 -0.30 -0.30 -0.02 -0.07
H 5.282256 -2.205917 1.393345 0.14 -0.14 -0.06 0.08
H 6.174578 -0.826551 0.779262 -0.14 0.10 -0.13 0.08
H 6.262873 -2.307439 -0.121819 -0.15 -0.27 0.10 0.08
H 4.758600 -0.976397 -1.303093 -0.56 -0.15 -0.23 0.14
H 2.358752 -2.107730 -0.684717 0.15 -0.05 -0.65 0.06
H 3.235968 -2.842812 0.581176 0.19 -0.13 -0.08 0.07
H 3.775350 -3.220810 -1.065576 -0.32 -0.07 -0.18 0.09
H 4.339023 0.517341 0.453476 0.08 -0.06 -0.06 0.09
C -1.122052 0.006775 1.089343 -0.32 -0.48 0.09 -0.04
C 0.167943 -0.252686 0.347375 0.05 0.30 -0.35 -0.49
C -0.108637 -0.464285 -1.133285 0.34 -0.31 -0.75 -0.05
O 1.027630 0.870408 0.513181 0.04 0.03 0.16 -0.06
H -0.990476 0.011470 2.172187 0.11 0.23 -0.05 0.06
H -1.826748 -0.799500 0.859835 0.01 0.04 0.02 0.08
H -1.586381 0.934761 0.753669 0.11 0.10 0.07 0.08
H 0.672353 -1.133874 0.754238 -0.11 -0.09 0.11 0.11
H -0.286319 0.491862 -1.630092 -0.19 0.06 0.19 0.06
H -0.945040 -1.131785 -1.347806 -0.03 0.01 0.26 0.05
H 0.748330 -0.902745 -1.661969 0.08 0.10 0.21 0.07
H 1.934215 0.569114 0.347408 -0.02 0.01 0.01 0.04
C -1.241573 3.543082 -1.603150 0.39 -1.36 0.16 -0.06
C -2.478196 4.193577 -2.182796 0.26 0.18 0.79 -0.49
C -2.959152 5.313901 -1.266974 -0.37 0.47 -0.51 -0.06
O -2.242517 4.656506 -3.504701 -0.27 -0.14 -0.09 -0.05
H -1.420180 3.159525 -0.592582 0.06 0.64 0.18 0.08
H -0.347392 4.167212 -1.653381 -0.15 0.27 0.28 0.09
H -0.947187 2.602848 -2.089768 -0.29 0.30 -0.52 0.05
H -3.284279 3.457885 -2.197577 0.03 -0.04 -0.53 0.12
H -2.200712 6.089319 -1.123504 0.16 -0.21 0.16 0.08
H -3.291108 4.921324 -0.307633 0.15 0.02 0.10 0.08
H -3.809071 5.826455 -1.730103 -0.01 -0.16 0.04 0.08
H -1.552611 5.326558 -3.453239 0.02 0.02 -0.02 0.08
C 0.580557 2.723738 -4.792541 -0.02 0.35 -0.16 -0.06
C 1.871680 3.514165 -4.513015 -1.47 -0.28 0.18 -0.48
C 1.710277 4.963982 -4.910824 0.97 0.37 -0.32 -0.06
O 2.126347 3.488239 -3.102686 0.37 0.04 -0.20 -0.06
H -0.300370 3.224483 -4.383735 0.16 -0.06 0.35 0.06
H 0.685575 1.723270 -4.365831 -0.18 -0.07 -0.10 0.08
H 0.344398 2.642648 -5.857200 0.39 -0.15 -0.03 0.08
H 2.656941 3.027182 -5.100872 0.36 0.17 0.33 0.13
H 1.549364 5.048022 -5.988101 -0.38 0.00 0.08 0.08
H 2.628668 5.537479 -4.735598 -0.01 -0.22 0.17 0.08
H 0.938288 5.464136 -4.329031 -0.26 -0.17 -0.14 0.07
H 1.661316 2.749173 -2.695195 0.08 0.00 -0.13 0.07
C -0.392965 2.444112 6.401132 -0.30 0.17 0.96 -0.06
C -0.033239 0.965932 6.478256 0.45 0.29 0.12 -0.49
C 0.369093 0.438438 5.124331 -0.07 -0.74 -0.57 -0.06
O 1.076116 0.777583 7.370519 -0.25 -0.15 -0.08 -0.05
H 0.468631 3.070809 6.173140 -0.01 -0.13 -0.47 0.08
H -0.719425 2.792089 7.392375 0.01 -0.16 -0.07 0.08
H -1.247789 2.615676 5.747263 0.22 0.08 -0.28 0.08
H -0.908201 0.435146 6.869890 0.05 -0.19 -0.15 0.13
H 1.336363 0.811340 4.784897 -0.19 0.57 0.07 0.06
H -0.426198 0.676619 4.414910 0.25 0.21 -0.16 0.07
H 0.509852 -0.645076 5.038539 -0.26 -0.01 0.58 0.08
H 0.748546 0.900372 8.266187 0.10 0.05 0.05 0.08
C 0.165069 -3.859332 1.227910 -0.10 0.21 0.16 -0.05
C -0.559290 -5.189546 1.057744 0.57 0.38 0.32 -0.47
C -0.369575 -6.133142 2.231907 0.14 0.02 0.22 -0.05
O -1.945092 -4.921521 0.809837 0.08 -0.23 -0.22 -0.06
H 1.251208 -3.939771 1.167663 -0.02 -0.21 -0.23 0.07
H -0.026431 -3.379174 2.193219 -0.30 -0.12 -0.04 0.09
H -0.207764 -3.203243 0.440402 0.24 0.14 -0.01 0.06
H -0.117310 -5.644493 0.167208 -0.52 -0.16 -0.15 0.13
H 0.547157 -6.711130 2.113668 -0.04 -0.05 0.00 0.08
H -1.206762 -6.825901 2.324137 0.06 -0.11 -0.09 0.08
H -0.269715 -5.583806 3.171732 -0.15 0.03 -0.02 0.08
H -2.438091 -5.046416 1.625373 -0.03 0.05 0.01 0.10
C -1.016297 -4.272440 -2.765114 0.75 0.80 -0.27 -0.04
C -2.415786 -3.674123 -2.680016 0.22 -0.80 1.18 -0.45
C -3.482616 -4.732227 -2.921799 -0.29 0.66 -0.69 -0.05
O -2.586837 -3.096308 -1.366750 -0.12 0.37 -0.39 -0.10
H -0.865912 -4.879635 -3.658432 -0.11 -0.07 0.03 0.08
H -0.709922 -4.837176 -1.882678 -0.49 -0.26 0.00 0.06
H -0.288109 -3.452357 -2.807976 -0.05 -0.07 -0.10 0.07
H -2.491483 -2.831235 -3.364020 -0.20 -0.04 -0.13 0.14
H -4.473574 -4.306873 -2.749106 0.05 -0.09 0.24 0.07
H -3.317523 -5.607193 -2.297029 -0.01 -0.06 0.05 0.08
H -3.480688 -5.013701 -3.979723 0.16 -0.24 0.12 0.08
H -2.430761 -3.767823 -0.688287 0.04 -0.21 0.08 0.05
```
Forces are in eV/Å.

Output
relative energy (zero: lowest compared OMol25 entry of this formula, charge and spin) = 31.7 kcal per mole
frontier orbital gap = 10.09 eV
E = -47593.73928 eV
lowest unoccupied orbital energy = 0.5 eV
2S+1 = 1
highest occupied orbital energy = -9.56 eV



ORCA calculation (ωB97M-V/def2-TZVPD) on a cluster of 7 separate species, C27H74B2N7O9 in total in a non-equilibrium geometry.

Geometry as XYZ:
```
119
Properties=species:S:1:pos:R:3:forces:R:3:lowdin_charge:R:1
C -3.501765 0.119127 1.841043 -0.30 0.36 1.02 -0.09
N -4.239063 0.844485 0.711824 1.57 0.53 -0.59 -0.15
C -3.978270 0.206498 -0.634627 -0.55 -1.09 -0.67 -0.14
B -3.744599 2.276609 0.795767 -1.66 -0.28 1.06 -0.46
O -4.390675 3.243014 1.729382 2.60 -2.14 0.41 -0.02
B -2.451048 2.759717 -0.111917 1.95 -0.66 1.09 0.06
C -0.945377 2.458306 0.546360 4.43 -2.01 1.69 -0.42
O -0.181176 3.402537 1.133861 -3.77 -4.08 -2.62 -0.16
O -0.509240 1.023908 0.487412 -2.73 6.61 -0.07 -0.27
H -4.327946 -0.095295 2.675395 2.08 0.25 -1.57 0.10
H -2.649740 0.836824 2.260903 -1.60 -1.76 -0.58 0.10
H -2.965490 -0.862768 1.492267 -1.15 1.95 0.52 0.10
H -4.379962 0.910738 -1.500816 1.02 -1.35 1.81 0.09
H -4.632768 -0.789340 -0.703889 1.33 2.00 0.12 0.09
H -2.866396 -0.137867 -0.810698 -2.09 0.97 0.28 0.08
H -3.689467 3.354475 2.463477 -1.56 0.29 -1.49 0.11
H -2.635228 3.242864 -1.167138 0.35 0.19 -0.51 0.05
C 3.172251 -0.873646 3.535720 0.28 -0.10 0.09 -0.08
C 2.417742 0.453577 3.529989 -0.53 -0.29 -0.40 -0.43
C 1.321003 0.546391 4.615937 -0.12 0.26 -0.28 -0.19
O 0.131816 -0.189874 4.317152 0.50 -0.10 0.56 -0.19
C 0.214587 -1.577917 4.603564 -0.34 0.30 -0.34 -0.12
N 1.866251 0.682811 2.186580 0.25 -0.04 0.80 0.06
H 2.597763 -1.688089 3.086632 -0.02 0.16 0.04 0.07
H 4.098858 -0.785025 2.956756 -0.22 -0.01 0.01 0.05
H 3.444356 -1.167413 4.554754 0.01 -0.04 -0.01 0.07
H 3.151551 1.241808 3.738719 -0.11 0.09 0.12 0.12
H 1.007245 1.593738 4.688169 -0.08 -0.15 -0.14 0.12
H 1.708158 0.272174 5.604139 0.03 -0.23 0.10 0.11
H 0.829380 -1.783412 5.485160 0.10 0.02 -0.03 0.08
H 0.598555 -2.115546 3.734399 0.13 -0.17 0.11 0.07
H -0.798521 -1.944771 4.794121 0.06 0.14 0.00 0.08
H 1.451664 1.615315 2.158837 -0.08 -0.11 -0.42 0.06
H 1.062167 0.057681 2.077189 0.18 0.37 -0.32 0.05
C 7.335865 3.151392 3.100589 0.05 0.28 0.21 -0.08
C 6.289028 2.041893 3.037499 0.22 -0.08 -0.51 -0.43
C 6.893595 0.618960 3.059684 -0.37 -0.03 -0.11 -0.19
O 7.478780 0.207754 1.821139 0.25 0.11 0.57 -0.19
C 8.792930 0.698445 1.602564 -0.29 -0.18 -0.35 -0.11
N 5.444572 2.249863 1.852140 0.18 -0.44 0.12 0.05
H 7.845491 3.306101 2.145927 -0.09 -0.11 0.07 0.06
H 6.862212 4.104502 3.363051 0.02 -0.20 -0.09 0.08
H 8.092490 2.935921 3.862074 -0.02 0.01 -0.06 0.07
H 5.658852 2.142936 3.929700 0.00 -0.15 -0.09 0.13
H 6.079280 -0.089346 3.248876 0.12 0.09 -0.16 0.10
H 7.605799 0.496525 3.883941 0.19 0.09 -0.03 0.11
H 9.367885 0.771648 2.530722 -0.07 0.08 0.02 0.09
H 8.750403 1.666888 1.100332 0.20 0.10 0.12 0.07
H 9.305869 0.003545 0.930783 -0.12 -0.01 0.10 0.08
H 4.684845 1.568142 1.869100 -0.16 0.26 -0.06 0.06
H 5.996468 1.976096 1.033747 -0.17 0.18 0.23 0.07
C -2.675069 2.543469 -7.116945 0.10 -0.08 -0.33 -0.08
C -2.075896 3.374559 -5.985080 -0.45 -0.15 0.18 -0.43
C -2.184426 2.700107 -4.597972 0.02 0.33 0.17 -0.19
O -3.489880 2.755026 -4.016340 0.41 -0.35 -0.37 -0.20
C -4.388931 1.768642 -4.500385 -0.15 0.34 0.28 -0.11
N -2.701566 4.704959 -5.987508 0.00 0.04 0.30 0.03
H -3.767434 2.580998 -7.136019 0.12 0.02 0.11 0.06
H -2.329836 2.919847 -8.086897 -0.06 0.00 0.17 0.07
H -2.369421 1.494943 -7.039867 -0.05 0.09 0.02 0.08
H -1.008411 3.497039 -6.206049 -0.08 0.02 0.16 0.13
H -1.532183 3.245694 -3.906951 -0.18 -0.03 0.01 0.12
H -1.814030 1.668657 -4.621321 -0.12 -0.07 -0.08 0.12
H -3.884804 0.824836 -4.729503 0.03 0.06 -0.04 0.09
H -4.916912 2.144597 -5.378917 -0.03 -0.20 -0.15 0.07
H -5.136866 1.582647 -3.723673 0.18 0.04 -0.02 0.08
H -2.227714 5.289613 -5.297682 -0.05 -0.08 -0.19 0.07
H -3.645860 4.597631 -5.605285 0.27 0.00 -0.17 0.07
C -2.750185 7.385719 4.132165 0.35 0.02 0.09 -0.08
C -3.522665 6.895439 2.909980 -0.30 0.04 0.35 -0.41
C -4.522377 7.934742 2.352166 -0.05 -0.39 -0.14 -0.20
O -5.721537 8.070202 3.119754 0.41 0.41 -0.10 -0.20
C -5.592904 8.897336 4.266422 -0.36 -0.32 -0.07 -0.12
N -4.192057 5.630081 3.244972 -0.34 0.44 -0.19 0.04
H -3.348869 7.364890 5.046592 -0.04 0.00 -0.14 0.06
H -1.878760 6.745285 4.311375 -0.20 0.06 -0.08 0.08
H -2.386236 8.407651 3.983959 -0.03 -0.05 0.03 0.07
H -2.785723 6.695696 2.122343 -0.17 0.00 -0.01 0.14
H -4.844755 7.593385 1.362142 -0.08 -0.03 0.17 0.12
H -4.046800 8.910824 2.201448 0.03 0.09 0.18 0.11
H -4.900875 9.728936 4.102260 0.07 -0.08 0.00 0.09
H -5.277549 8.299446 5.123745 0.16 0.18 0.10 0.07
H -6.579906 9.308326 4.499225 0.07 -0.05 -0.13 0.08
H -4.621777 5.254261 2.398617 0.22 -0.15 0.15 0.06
H -4.992892 5.858325 3.841523 0.31 -0.07 -0.06 0.08
C -2.557635 -3.979905 -2.848425 -0.20 -0.01 -0.28 -0.08
C -1.330388 -3.175782 -2.426420 -0.09 -0.24 0.52 -0.42
C -0.094363 -4.051037 -2.115132 0.08 0.32 0.06 -0.20
O -0.150886 -4.723751 -0.854266 0.02 -0.21 -0.55 -0.20
C -0.920198 -5.916925 -0.860758 0.12 0.22 0.34 -0.12
N -1.688611 -2.323629 -1.283203 0.46 -0.30 -0.05 0.05
H -3.057574 -4.461962 -2.004200 0.13 0.07 -0.02 0.06
H -3.297664 -3.322409 -3.319285 0.14 -0.05 0.14 0.07
H -2.290433 -4.753461 -3.575736 -0.02 0.02 0.06 0.07
H -1.066184 -2.525586 -3.269507 0.12 -0.04 0.13 0.13
H 0.778585 -3.391371 -2.056824 -0.11 -0.05 0.15 0.12
H 0.110307 -4.761668 -2.924293 -0.14 -0.17 0.00 0.11
H -0.846382 -6.452668 -1.812042 -0.03 0.08 -0.07 0.08
H -1.962449 -5.689620 -0.628441 -0.10 -0.17 -0.14 0.07
H -0.542032 -6.567306 -0.066228 0.06 0.11 -0.05 0.08
H -0.897587 -1.714592 -1.069731 -0.24 0.20 0.02 0.08
H -1.755060 -2.930450 -0.460611 -0.08 0.20 -0.25 0.08
C 2.778707 -7.364246 -2.495138 0.01 0.29 0.18 -0.06
C 1.731870 -8.473745 -2.558228 0.34 -0.06 -0.32 -0.43
C 2.336437 -9.896678 -2.536043 -0.32 -0.03 -0.16 -0.20
O 2.921622 -10.307885 -3.774587 0.09 0.11 0.58 -0.20
C 4.235773 -9.817193 -3.993163 -0.16 -0.14 -0.37 -0.11
N 0.887413 -8.265775 -3.743587 -0.02 -0.41 -0.03 0.04
H 3.288333 -7.209537 -3.449799 -0.09 -0.12 0.07 0.07
H 2.305053 -6.411135 -2.232675 0.03 -0.19 -0.05 0.07
H 3.535332 -7.579718 -1.733652 -0.06 0.02 -0.08 0.08
H 1.101695 -8.372702 -1.666027 0.02 -0.13 -0.09 0.13
H 1.522122 -10.604984 -2.346852 0.06 0.02 -0.15 0.12
H 3.048642 -10.019113 -1.711785 0.13 0.12 -0.05 0.12
H 4.810727 -9.743990 -3.065004 -0.08 0.07 0.00 0.09
H 4.193244 -8.848750 -4.495395 0.20 0.09 0.14 0.07
H 4.748712 -10.512093 -4.664943 -0.13 0.00 0.12 0.09
H 0.127687 -8.947497 -3.726626 0.05 0.21 0.02 0.07
H 1.439311 -8.539542 -4.561979 -0.14 0.20 0.23 0.07
```
Forces are in eV/Å.

Output
relative energy (zero: lowest compared OMol25 entry of this formula, charge and spin) = 78.3 kcal per mole
frontier orbital gap = 6.60 eV
E = -59405.77389 eV
lowest unoccupied orbital energy = 2.0 eV
2S+1 = 1
net charge = -1
highest occupied orbital energy = -4.59 eV